Record 1
The molecule C3H3N3OS, computed with wB97M-V/def2-TZVPD.

Values from the calculation:
SMILES string: [H]/N=C1/N=CC(=O)N1S
energy relative to the best compared isomer or geometry (same formula, charge and spin): 61.03 kcal per mole
gap between HOMO and LUMO: 8.388 eV
HOMO level: -0.3551 Eh

Bonds (Å) are listed after each position.
Atoms and positions in Å:
1 S -2.222 -0.478 -0.033  N4 1.754, H10 1.489
2 O -0.663 2.183 -0.166  C6 1.238
3 N 1.781 -0.299 0.050  C7 1.503, C8 1.316
4 N -0.506 -0.161 0.146  S1 1.754, C6 1.417, C7 1.381
5 N 0.563 -2.368 -0.159  C7 1.289, H11 1.091
6 C -0.005 1.135 -0.129  O2 1.238, N4 1.417, C8 1.461
7 C 0.504 -1.091 0.006  N3 1.503, N4 1.381, N5 1.289
8 C 1.442 0.972 -0.008  N3 1.316, C6 1.461, H9 1.142
9 H 2.030 1.947 0.081  C8 1.142
10 H -2.466 0.893 0.494  S1 1.489
11 H -0.457 -2.735 -0.281  N5 1.091

---

Record 2
The molecule C3H3N3S, computed with wB97M-V/def2-TZVPD.

Values from the calculation:
SMILES string: S/C=C1\N=CN=N1
energy relative to the best compared isomer or geometry (same formula, charge and spin): 69.75 kcal per mole
gap between HOMO and LUMO: 7.908 eV
HOMO level: -0.3414 Eh

Bonds (Å) are listed after each position.
Atoms and positions in Å:
1 S 2.329 -0.295 0.091  C6 1.654, H9 1.542
2 N -1.293 1.111 0.020  N3 1.280, C7 1.414
3 N -2.414 0.528 0.224  N2 1.280, C5 1.485
4 N -0.814 -1.077 -0.229  C5 1.270, C7 1.403
5 C -2.033 -0.900 0.081  N3 1.485, N4 1.270, H10 1.068
6 C 1.041 0.689 -0.242  S1 1.654, C7 1.369, H8 1.191
7 C -0.238 0.202 -0.222  N2 1.414, N4 1.403, C6 1.369
8 H 1.162 1.871 -0.320  C6 1.191
9 H 3.357 0.623 0.783  S1 1.542
10 H -2.764 -1.652 0.284  C5 1.068

---

Record 3
A cluster of 2 separate species, C3H3N4 in total, computed with wB97M-V/def2-TZVPD.

Values from the calculation:
energy relative to the best compared isomer or geometry (same formula, charge and spin): 62.60 kcal per mole
total charge: +1
gap between HOMO and LUMO (spin up / spin down): 8.835 / 8.832 eV
HOMO level (spin up / spin down): -0.5957 / -0.5957 Eh

Bonds (Å) are listed after each position.
Atoms and positions in Å:
1 N -1.927 -2.192 -0.499  C7 1.267, H8 1.013, H9 1.014
2 N -0.903 -0.144 0.296  C7 1.165
3 N 0.626 0.828 -0.463  C5 1.226
4 N 3.328 2.812 -0.012  C6 1.137
5 C 1.207 1.422 0.439  N3 1.226, C6 1.441, H10 1.095
6 C 2.379 2.206 0.143  N4 1.137, C5 1.441
7 C -1.343 -1.118 -0.165  N1 1.267, N2 1.165
8 H -1.642 -3.074 -0.089  N1 1.013
9 H -2.699 -2.193 -1.157  N1 1.014
10 H 0.975 1.452 1.509  C5 1.095